# 1
The following is a quantum chemistry calculation of C24H33F22Li2N3O12P3 as an isolated structure in a non-equilibrium geometry, from the OMol25 dataset.

Kohn-Sham gap ... 9.38 eV
2S+1 ... 1
Net charge ... -1

Element x y z (Å)
P1 -11.5412 -19.4049 -0.6844
P2 -14.0325 -23.9401 0.1567
P3 -14.9029 -22.0196 -4.4534
F1 -13.0732 -23.5329 -1.0546
F2 -12.4078 -18.4730 0.3613
F3 -11.3986 -18.0944 -1.6508
F4 -13.2494 -24.0693 -8.6859
F5 -15.0222 -24.2467 1.4303
F6 -12.9185 -19.7534 -1.5122
F7 -20.3936 -23.4878 -3.0964
F8 -15.5344 -22.7916 -3.2104
F9 -14.2553 -21.2882 -5.7627
F10 -13.8183 -21.2797 -3.4737
F11 -13.9626 -25.5074 -0.1750
F12 -10.6714 -20.2484 -1.7255
F13 -15.3244 -23.8784 -0.8603
F14 -16.0530 -22.6665 -5.4417
F15 -10.2259 -19.0564 0.1508
F16 -11.8613 -20.7115 0.2270
F17 -14.3173 -22.3589 0.4869
F18 -17.5289 -25.1726 -2.7365
F19 -15.8693 -20.7497 -4.2509
F20 -13.8950 -23.2476 -4.7064
F21 -12.7633 -24.0734 1.1277
F22 -14.9414 -17.3551 -3.2305
O1 -13.9408 -18.1821 -5.0880
O2 -16.8479 -27.2930 -2.7668
O3 -13.1348 -25.2867 -6.7775
O4 -10.9478 -25.0106 -7.0847
O5 -20.9482 -21.3512 -3.7284
O6 -19.5040 -20.8096 -2.1424
O7 -13.0612 -16.1639 -5.0753
O8 -13.8411 -17.0460 -6.9992
O9 -16.0098 -29.0654 -3.9151
O10 -11.7718 -27.0879 -6.7830
O11 -21.4747 -19.7093 -2.2852
O12 -15.0772 -27.0436 -4.0671
N1 -18.1358 -20.8196 -6.5319
N2 -9.9310 -23.4382 -2.1318
N3 -18.4427 -24.3531 -5.8639
C1 -11.3810 -26.3952 -3.2558
C2 -20.6418 -27.2254 -6.9538
C3 -17.3857 -18.3896 -5.9496
C4 -13.0018 -23.9967 -7.3039
C5 -16.4128 -25.9611 -2.5339
C6 -18.9147 -25.2975 -5.4144
C7 -13.6278 -17.1195 -5.8295
C8 -18.8305 -21.6881 -3.0604
C9 -17.7973 -19.7523 -6.2736
C10 -10.0136 -26.8934 -3.7437
C11 -19.4284 -17.8487 -4.5390
C12 -19.4331 -26.5307 -4.8302
C13 -11.6051 -24.8984 -3.5005
C14 -15.9775 -27.9235 -3.5887
C15 -13.7625 -17.8708 -3.7226
C16 -11.9156 -25.9191 -6.8462
C17 -10.6740 -24.0708 -2.7321
C18 -20.7020 -20.5150 -2.6604
C19 -19.9759 -22.3523 -3.7546
C20 -11.5128 -23.7153 -7.1947
C21 -12.7228 -16.7339 -3.7956
C22 -15.4053 -25.7344 -3.6611
C23 -17.9177 -17.9554 -4.5870
C24 -20.7668 -27.0268 -5.4308
Li1 -14.0464 -21.5771 -1.4010
Li2 -17.0373 -23.1437 -7.1242
H1 -15.8630 -25.1461 -4.4582
H2 -16.0168 -25.8011 -1.5327
H3 -19.7726 -16.9851 -5.1161
H4 -21.1912 -27.9049 -4.9482
H5 -18.6959 -27.3205 -4.9832
H6 -14.5736 -25.1527 -3.2725
H7 -11.7352 -17.1810 -3.7198
H8 -20.1655 -26.4168 -7.5049
H9 -16.2931 -18.4052 -5.9573
H10 -13.5407 -18.7582 -3.1387
H11 -12.1239 -27.0512 -3.7107
H12 -11.4301 -26.5574 -2.1777
H13 -9.1587 -26.4401 -3.2332
H14 -18.2300 -21.1691 -3.8102
H15 -20.0416 -28.1145 -7.1643
H16 -19.5425 -26.3561 -3.7597
H17 -18.1498 -22.3284 -2.5046
H18 -11.4978 -24.5829 -4.5349
H19 -12.6018 -24.6803 -3.1229
H20 -19.8131 -22.5397 -4.8144
H21 -17.5513 -18.5903 -3.7763
H22 -12.9245 -16.0486 -2.9810
H23 -21.5320 -26.2835 -5.1875
H24 -11.3255 -23.1591 -6.2721
H25 -9.8771 -26.7893 -4.8189
H26 -19.8224 -17.7193 -3.5314
H27 -21.6282 -27.4412 -7.3638
H28 -19.9420 -18.7131 -4.9709
H29 -17.4708 -16.9888 -4.3490
H30 -9.8875 -27.9349 -3.4330
H31 -13.7008 -23.2606 -6.9355
H32 -11.0896 -23.1892 -8.0433
H33 -17.7337 -17.7068 -6.7251

# 2
The following is a quantum chemistry calculation of a 2-piece molecular cluster, C4H13NPS overall in a non-equilibrium geometry, from the OMol25 dataset.

Kohn-Sham gap (alpha / beta) ... 8.69 / 8.69 eV
2S+1 ... 1
Relative energy (zero: lowest compared OMol25 entry of this formula, charge and spin) ... 242.1 kJ/mol
Net charge ... +1

Element x y z (Å)
S1 2.0062 0.5415 0.6558
P1 3.1926 -0.8690 -0.4845
N1 -0.7857 -0.8361 0.0127
C1 -0.0833 1.9386 -0.1511
C2 -1.0373 -1.0028 1.4361
C3 0.6765 0.7650 -0.4056
C4 -1.8921 -0.5555 -0.8751
H1 -2.4494 -1.6084 -1.0475
H2 0.8983 0.4310 -1.4752
H3 4.3072 -0.7677 0.4574
H4 -0.1684 -1.6062 -0.1558
H5 -0.6699 2.2642 -1.1060
H6 -0.8659 -0.1652 2.1473
H7 -2.5386 0.0329 -0.3254
H8 -1.6444 -0.2084 -1.7938
H9 3.7536 0.1154 -1.3157
H10 -2.0995 -1.3033 1.6872
H11 -0.3436 -1.8164 1.7332
H12 0.4685 2.8628 0.1846
H13 -0.7246 1.7876 0.8214

# 3
The following is a quantum chemistry calculation of a single C3H5NO2 molecule in a non-equilibrium geometry, from the OMol25 dataset.

Kohn-Sham gap ... 8.94 eV
2S+1 ... 1
Relative energy (zero: lowest compared OMol25 entry of this formula, charge and spin) ... 436.3 kJ/mol

Element x y z (Å)
O1 -1.9166 0.8650 1.4019
O2 0.1899 -0.8971 -1.0122
N1 1.8214 0.7868 0.2129
C1 1.5895 0.0354 -0.7438
C2 -0.6200 -0.9910 0.0731
C3 -1.1007 0.7763 0.5289
H1 0.9820 1.0948 0.7680
H2 -0.1620 -1.3857 0.9857
H3 -1.6367 -1.4107 -0.1162
H4 2.0538 -0.2565 -1.6788
H5 -1.2007 1.3827 -0.4195

# 4
The following is a quantum chemistry calculation of a single C5H12N2O2 molecule, from the OMol25 dataset.

Kohn-Sham gap ... 10.20 eV
2S+1 ... 1
Relative energy (zero: lowest compared OMol25 entry of this formula, charge and spin) ... 161.1 kJ/mol

Element x y z (Å)
O1 -1.1184 1.5112 1.3590
O2 0.6528 1.4948 -0.8019
N1 1.4203 0.0981 0.8782
N2 -2.9494 0.2435 0.7038
C1 -1.5236 0.2275 0.9913
C2 0.6768 0.1456 -0.3650
C3 2.5973 -1.1576 -1.3241
C4 1.3643 -0.6995 -1.4206
C5 -0.8020 -0.2993 -0.2616
H1 0.9767 0.7194 1.5488
H2 -1.3224 0.0943 -1.1361
H3 -3.2919 -0.6917 0.5211
H4 0.7722 -0.8575 -2.3109
H5 -3.4561 0.6253 1.4950
H6 3.1933 -0.9791 -0.4454
H7 1.4184 -0.8407 1.2583
H8 1.5502 1.8368 -0.7196
H9 -1.2735 -0.4054 1.8665
H10 3.0530 -1.7279 -2.1160
H11 -0.8554 -1.3890 -0.2784
H12 -1.0828 2.0513 0.5574

# 5
The following is a quantum chemistry calculation of C46H66N5O4Y as an isolated structure, from the OMol25 dataset.

Kohn-Sham gap (alpha / beta) ... 5.93 / 5.82 eV
2S+1 ... 1
Relative energy (zero: lowest compared OMol25 entry of this formula, charge and spin) ... 5.6 kJ/mol
Net charge ... +2

Element x y z (Å)
Y1 -0.9155 1.2870 0.0823
O1 -1.0973 3.1398 1.1863
O2 1.1871 1.5367 0.9254
O3 -2.8692 0.9389 1.7726
O4 -2.2013 -0.5803 -0.2995
N1 -2.9363 1.9367 -1.0480
N2 0.3144 -0.7932 0.2085
N3 -0.6446 3.6010 3.3901
N4 -0.0399 5.0565 1.6872
N5 0.0926 2.2773 -1.9355
C1 3.9848 -0.4270 1.9867
C2 0.3958 -3.0486 -0.8080
C3 1.4311 2.2544 -2.0570
C4 -4.4939 -3.2009 -2.2189
C5 -0.3378 -4.1235 -1.2110
C6 -7.3146 2.0450 -3.0231
C7 -5.0350 1.5385 -2.4933
C8 3.2808 0.7148 1.7358
C9 3.8267 2.1067 2.0755
C10 -3.8678 1.7600 -1.6951
C11 1.9723 0.5560 1.1749
C12 -0.7847 2.2215 3.8319
C13 2.1346 4.5001 -5.0216
C14 2.1208 2.9523 -3.0232
C15 4.3603 -2.9289 2.2342
C16 5.6796 -2.8853 1.4448
C17 3.4939 -1.7627 1.7886
C18 -4.9989 0.5591 -3.4873
C19 3.8445 2.9916 0.8179
C20 3.6779 -4.2727 1.9790
C21 -0.5117 -6.0547 -2.8180
C22 2.9429 2.7555 3.1567
C23 0.3481 -6.3836 -0.4849
C24 -0.1745 5.4707 0.2915
C25 1.7373 -5.1764 -2.1818
C26 1.4301 3.7344 -3.9424
C27 -4.0174 -3.0064 -0.7684
C28 -4.7341 -1.7744 -0.2015
C29 -0.9470 4.6093 4.4088
C30 0.3081 -5.4183 -1.6843
C31 -6.1302 0.3309 -4.2469
C32 5.2533 2.0366 2.6209
C33 -7.2837 1.0714 -4.0143
C34 -6.1906 2.2851 -2.2555
C35 -0.2600 -1.8798 -0.3566
C36 4.6547 -2.8017 3.7381
C37 1.5123 -0.7840 0.8314
C38 0.0410 3.7563 -3.8205
C39 -0.5775 3.0284 -2.8286
C40 -1.7093 -1.7437 -0.4908
C41 -1.7644 -4.0380 -1.1052
C42 -4.4636 -4.2075 0.0840
C43 2.2688 -1.9218 1.2224
C44 -2.4774 -2.9224 -0.7591
C45 0.9849 5.7675 2.4505
C46 -0.6004 3.9041 2.0749
H1 2.8354 3.1670 0.4426
H2 2.1362 -6.0997 -2.6041
H3 0.5957 5.0051 -0.3301
H4 -0.1420 4.6988 5.1400
H5 -4.5214 -0.8699 -0.7686
H6 -8.1673 0.8874 -4.6122
H7 5.2035 -1.8871 3.9735
H8 -4.1500 -4.0855 1.1242
H9 -6.1158 -0.4252 -5.0213
H10 3.1874 4.6491 -4.7875
H11 2.9117 2.1286 4.0528
H12 1.8313 -2.9007 1.1141
H13 0.6462 6.7682 2.7205
H14 -0.6557 -6.5724 -0.0928
H15 -4.0938 -0.0118 -3.6524
H16 -0.3656 1.5454 3.0965
H17 1.6648 5.4697 -5.1849
H18 1.9229 2.9056 2.7995
H19 -0.5644 4.3451 -4.4980
H20 -1.8551 4.3130 4.9346
H21 0.7769 -7.3416 -0.7918
H22 1.7672 -4.4080 -2.9591
H23 5.3081 1.4597 3.5478
H24 3.2020 2.8871 -3.0530
H25 -6.1987 3.0400 -1.4800
H26 4.9770 -0.3282 2.4058
H27 -8.2168 2.6171 -2.8491
H28 -3.2716 0.1137 1.4668
H29 -5.5532 -4.2839 0.0641
H30 -3.5726 1.5970 1.7549
H31 -5.5860 -3.2418 -2.2545
H32 4.3367 -5.0779 2.3062
H33 5.2654 -3.6455 4.0656
H34 5.5961 3.0483 2.8459
H35 -1.1524 5.1982 -0.0923
H36 -4.0646 -5.1553 -0.2800
H37 4.4427 2.5275 0.0277
H38 -5.8095 -1.9582 -0.2384
H39 -4.1608 -2.3729 -2.8525
H40 2.4084 -4.8795 -1.3711
H41 1.2501 5.2205 3.3472
H42 2.7405 -4.3652 2.5348
H43 -0.2156 2.0998 4.7532
H44 -4.1089 -4.1286 -2.6483
H45 5.4942 -2.9574 0.3698
H46 -1.4564 -6.4705 -2.4609
H47 1.8801 5.8582 1.8324
H48 -1.1213 5.5771 3.9499
H49 1.9692 1.6550 -1.3364
H50 -4.4691 -1.6103 0.8481
H51 6.2416 -1.9674 1.6347
H52 2.0753 3.9478 -5.9633
H53 3.3626 3.7253 3.4405
H54 -2.3277 -4.9290 -1.3529
H55 3.7288 -2.8058 4.3185
H56 -1.8227 1.9492 4.0192
H57 5.9502 1.6065 1.8952
H58 -1.6508 3.0587 -2.7328
H59 -0.7270 -5.3350 -3.6134
H60 3.4753 -4.4249 0.9140
H61 1.4733 -3.0477 -0.8782
H62 0.0530 -6.8787 -3.2563
H63 4.2970 3.9594 1.0522
H64 -0.0625 6.5514 0.2389
H65 6.3112 -3.7264 1.7390
H66 0.9611 -5.9762 0.3248

These records have DFT total energy values of -142552.0681 -25963.8232 -8773.1732 -12454.3131 -65451.3967 eV, in the order they appear.